Entry P
# C4H16NO2

3 unconnected molecules or ions with the total composition C4H16NO2 (ωB97M-V/def2-TZVPD, the OMol25 dataset).

Properties
- 2S+1 = 1
- gap between HOMO and LUMO (eV) = 11.61
- total charge = +1

Positions of all 23 atoms, in Å:
1 C -1.27555 0.53983 0.98647
2 C -0.86986 0.96835 -0.40588
3 C 0.11327 2.12574 -0.54894
4 C 1.58124 1.72461 -0.36391
5 N -0.87037 -0.87422 1.25731
6 H -0.87270 1.15017 1.79822
7 H -2.34033 0.64372 1.20302
8 H -0.42909 0.08730 -0.86712
9 H -1.70792 0.95477 -1.10593
10 H -0.12287 2.63083 -1.48591
11 H -0.17720 2.88880 0.17744
12 H 1.92864 2.10293 0.59951
13 H 2.23461 2.21888 -1.08057
14 H 1.69133 0.64439 -0.38942
15 H -1.37165 -1.31307 2.03790
16 H 0.10190 -1.04141 1.54220
17 H -1.09145 -1.46803 0.45480
18 H -1.44470 -2.14483 -2.76308
19 H -1.01708 -0.80891 -3.31871
20 O -1.02685 -1.32244 -2.50897
21 H 2.84177 -1.93250 1.13496
22 H 2.06397 -3.11416 1.70954
23 O 2.05839 -2.15066 1.65254

---

Entry Q
# C4H16NO2

3 unconnected molecules or ions with the total composition C4H16NO2 (ωB97M-V/def2-TZVPD, the OMol25 dataset).

Properties
- 2S+1 = 1
- gap between HOMO and LUMO (eV) = 12.69
- total charge = +1

Positions of all 23 atoms, in Å:
1 C -0.16216 -0.93019 2.63449
2 C 0.36277 -0.14928 1.47929
3 N -0.73652 -0.16435 0.50169
4 C -1.88435 0.89508 0.50155
5 C 1.46901 -0.59185 0.65700
6 H 0.00657 -1.99284 2.27938
7 H 0.44386 -0.81779 3.48781
8 H -1.15590 -0.72925 2.73219
9 H 0.55415 0.90261 1.92143
10 H -1.13642 -1.08436 0.49255
11 H -0.32396 -0.02155 -0.48423
12 H -2.24456 0.91499 1.57655
13 H -2.65680 0.56165 -0.28401
14 H -1.50097 1.87114 0.20288
15 H 1.20883 -1.46323 0.21111
16 H 1.83950 0.27905 -0.07492
17 H 2.27433 -0.97044 1.39076
18 H 0.42293 0.21613 -2.51759
19 H 0.15070 -1.23615 -2.29867
20 O -0.07048 -0.34388 -1.94708
21 H 0.50150 2.10677 -4.39444
22 H 1.64797 1.17123 -4.28289
23 O 0.99002 1.57649 -3.78486

---

Which of them is most stable? Easy: entry P.

---

Entry P
# C4H16NO2

3 unconnected molecules or ions with the total composition C4H16NO2 (ωB97M-V/def2-TZVPD, the OMol25 dataset).

Properties
- 2S+1 = 1
- gap between HOMO and LUMO (eV) = 11.88
- total charge = +1

Positions of all 23 atoms, in Å:
1 C 0.65958 0.07098 0.12366
2 C 1.13151 -1.28610 -0.64355
3 C 0.96475 -2.35887 0.39104
4 C 0.27289 -1.55941 -1.87003
5 N 0.23969 1.07448 -0.96228
6 H -0.21299 -0.09930 0.71907
7 H 1.42439 0.48375 0.71905
8 H 2.20426 -1.13403 -0.79013
9 H -0.04557 -2.50153 0.82820
10 H 1.17778 -3.32444 -0.09209
11 H 1.58731 -2.20734 1.34658
12 H -0.73438 -1.28187 -1.77811
13 H 0.24109 -2.59465 -2.14127
14 H 0.54181 -1.10348 -2.70059
15 H 0.81561 2.07881 -0.72977
16 H 0.27078 0.66260 -1.89114
17 H -0.75861 1.38526 -0.94939
18 H -2.60994 2.48209 0.07239
19 H -1.79554 1.69039 0.94707
20 O -2.09373 1.72400 0.09060
21 H -1.58444 2.03367 3.48351
22 H -0.54202 3.24867 3.04023
23 O -1.15423 2.51634 2.78692

---

Entry Q
# C4H16NO2

3 unconnected molecules or ions with the total composition C4H16NO2 (ωB97M-V/def2-TZVPD, the OMol25 dataset).

Properties
- 2S+1 = 1
- gap between HOMO and LUMO (eV) = 12.49
- total charge = +1

Positions of all 23 atoms, in Å:
1 C 0.28398 -1.39436 2.42815
2 C 0.82197 -0.06895 1.86903
3 N -0.16373 0.49930 0.90764
4 C -0.29160 1.96505 0.58360
5 C -1.35463 2.21582 -0.42911
6 H 0.91940 -1.81690 3.20532
7 H -0.78078 -1.29778 2.68042
8 H 0.36093 -2.07640 1.57049
9 H 1.68634 -0.26041 1.22186
10 H 1.05816 0.66175 2.64992
11 H 0.00057 -0.00491 -0.02680
12 H -1.06133 0.07657 1.17236
13 H -0.68591 2.37057 1.51908
14 H 0.72979 2.26155 0.30220
15 H -1.25695 1.55784 -1.30628
16 H -1.33620 3.21249 -0.87854
17 H -2.39003 2.08701 -0.09087
18 H 1.76789 -2.15828 -4.07972
19 H 0.87632 -3.24502 -3.98165
20 O 0.86524 -2.30343 -3.76020
21 H 0.51150 -1.35363 -1.87275
22 H -0.39354 -0.15345 -2.19438
23 O -0.16740 -0.77442 -1.48978

---

Which of them is most stable? Easy: entry Q.

---

Entry P
# C6H8N2

C6H8N2 in the gas phase (ωB97M-V/def2-TZVPD, the OMol25 dataset).

Properties
- 2S+1 = 1
- gap between HOMO and LUMO (eV) = 8.43
- total charge = 0

Positions of all 16 atoms, in Å:
1 C 2.47630 -1.15154 0.01103
2 C 1.90380 -0.01895 -0.16133
3 C 0.43883 0.27329 -0.23331
4 C 0.07489 1.63599 0.10944
5 C -1.25644 2.12987 -0.08859
6 N -0.30138 -0.74663 -0.63598
7 N -1.71874 -0.77293 -0.49992
8 C -2.20262 -1.75130 0.27194
9 H 1.83605 -2.10782 0.49539
10 H 3.59955 -1.17731 -0.14357
11 H 2.48262 0.97410 -0.38014
12 H 1.08087 2.30048 0.53592
13 H -2.12565 1.46718 -0.33747
14 H -1.48234 3.25716 0.11601
15 H -1.49492 -2.70699 0.53645
16 H -3.31082 -1.60459 0.40410

---

Entry Q
# C6H8N2

C6H8N2 in the gas phase (ωB97M-V/def2-TZVPD, the OMol25 dataset).

Properties
- 2S+1 = 1
- gap between HOMO and LUMO (eV) = 8.71
- total charge = 0

Positions of all 16 atoms, in Å:
1 C -2.36071 -0.42170 0.05931
2 C -0.84542 0.18078 0.14654
3 N -0.84662 1.53009 0.15628
4 N 0.23574 2.15805 -0.13841
5 C 1.40768 1.41344 -0.05642
6 C 1.50744 0.12243 0.56878
7 C 1.51230 -1.30738 -0.14056
8 C 0.29752 -0.39498 -0.30258
9 H -3.05454 0.50290 0.33578
10 H -2.63155 -0.37903 -1.03793
11 H -2.41186 -1.42436 0.76383
12 H 2.32027 1.81064 -0.37706
13 H 1.46148 -0.02412 1.76071
14 H 1.10681 -2.11495 0.46973
15 H 2.04204 -1.65995 -0.85432
16 H 0.25942 0.00814 -1.35367

---

Which of them is most stable? Easy: entry P.

---

Entry P
# C6H8N2

C6H8N2 in the gas phase (ωB97M-V/def2-TZVPD, the OMol25 dataset).

Properties
- 2S+1 = 1
- gap between HOMO and LUMO (eV) = 7.75
- total charge = 0

Positions of all 16 atoms, in Å:
1 H -1.62444 -2.32931 1.11232
2 N -1.52674 -1.58860 0.42173
3 C -1.07901 -0.49680 0.73962
4 C -1.17372 1.30001 0.15246
5 C -0.06732 0.56329 0.72392
6 C 0.47554 0.95980 1.98318
7 N 0.96223 1.29163 2.96943
8 C 1.15144 -0.27425 -0.24943
9 C 0.70519 -0.48151 -1.66909
10 H -1.48740 1.23263 -0.87772
11 H -1.50911 2.16837 0.69578
12 H 1.94708 0.46360 -0.16343
13 H 1.41260 -1.19755 0.26846
14 H -0.07463 -1.24064 -1.73534
15 H 0.33690 0.44876 -2.10195
16 H 1.55139 -0.81943 -2.26994

---

Entry Q
# C6H8N2

A molecular structure, C6H8N2 (ωB97M-V/def2-TZVPD, the OMol25 dataset).

Properties
- 2S+1 = 1
- gap between HOMO and LUMO (eV) = 9.98
- total charge = 0

Positions of all 16 atoms, in Å:
1 C 1.99524 -0.64037 -0.43883
2 C 0.87346 -0.16589 0.49974
3 C 0.44316 1.40078 0.20685
4 C -0.81208 0.68746 -0.17170
5 C -1.82967 -1.27396 0.08843
6 C -0.53806 -0.62053 0.12214
7 H 2.99482 -0.25664 0.23237
8 H 2.05848 -1.75207 -0.46218
9 H 2.09673 -0.30487 -1.53482
10 H 1.28151 -0.38016 1.52359
11 H 1.14597 1.78789 -0.71497
12 H 0.33012 1.93054 1.18339
13 H -2.91400 1.50300 -0.68366
14 H -2.05410 -2.34394 0.34025
15 N -2.24160 0.80067 -0.17153
16 N -2.82999 -0.37189 -0.01907

---

Entry R
# C6H8N2

2 unconnected molecules or ions with the total composition C6H8N2 (ωB97M-V/def2-TZVPD, the OMol25 dataset).

Properties
- 2S+1 = 1
- gap between HOMO and LUMO (eV) = 10.07
- total charge = 0

Positions of all 16 atoms, in Å:
1 C -1.11568 1.02445 0.35407
2 C 0.33251 1.36038 0.12338
3 C 1.36008 0.65304 -0.30810
4 C 1.32350 -0.84760 -0.60924
5 C 0.45522 -1.72071 0.42262
6 C -1.90536 0.21116 -0.55993
7 H -1.51984 2.10082 0.44281
8 H -1.25555 0.51172 1.29157
9 H 0.75627 2.32350 0.69252
10 H 2.62944 1.17088 0.15071
11 H 1.12428 -1.00801 -1.63936
12 H 2.25347 -1.51274 -0.71773
13 H 0.96320 -1.89959 1.52610
14 H -2.93445 0.26245 -1.25212
15 N -0.84094 -1.53840 0.55851
16 N -1.62616 -1.09134 -0.47583

---

Entry S
# C6H8N2

C6H8N2 in the gas phase (ωB97M-V/def2-TZVPD, the OMol25 dataset).

Properties
- 2S+1 = 1
- gap between HOMO and LUMO (eV) = 10.53
- total charge = 0

Positions of all 16 atoms, in Å:
1 H 0.92219 3.05733 -0.01045
2 N 1.25475 2.97786 0.99902
3 C 1.05576 1.63594 1.13144
4 N 0.37620 0.78359 0.22465
5 C 0.63557 -0.64992 0.39726
6 C 0.64606 -1.35974 -0.81137
7 C -0.42260 -1.17397 -1.46049
8 C -1.56540 -0.46727 -0.69103
9 C -0.74426 -0.11267 0.58961
10 H 1.65045 1.03839 2.13979
11 H 1.05720 -1.06542 1.29203
12 H 1.43985 -2.14076 -1.19678
13 H -0.69284 -1.65424 -2.40804
14 H -1.87147 0.39632 -1.23996
15 H -2.42451 -1.17051 -0.50671
16 H -1.31696 -0.09492 1.55103

---

Which of them is most stable? Easy: entry Q.

---

Entry P
# C6H8N2

2 unconnected molecules or ions with the total composition C6H8N2 (ωB97M-V/def2-TZVPD, the OMol25 dataset).

Properties
- 2S+1 = 1
- gap between HOMO and LUMO (spin up / spin down) (eV) = 8.43 / 8.43
- total charge = 0

Positions of all 16 atoms, in Å:
1 C -1.13619 -2.47633 0.25502
2 C -2.23805 -0.80471 -1.26006
3 C -1.37592 -1.24333 -0.36654
4 C 1.18035 0.27114 -0.47768
5 C 0.53090 1.34920 0.42576
6 C 0.51272 -0.14772 0.73283
7 N -0.59240 -3.24501 0.94723
8 N 0.77562 -0.99599 1.75403
9 H -2.25496 0.22749 -1.65435
10 H -3.01662 -1.48054 -1.60358
11 H 0.66769 0.10038 -1.44513
12 H 2.14076 0.22379 -0.70406
13 H 0.97525 2.09817 1.10988
14 H -0.48974 1.77053 0.25193
15 H 0.15809 -0.97152 2.51458
16 H 0.76096 -2.02172 1.45819

---

Entry Q
# C6H8N2

A molecular structure, C6H8N2 (ωB97M-V/def2-TZVPD, the OMol25 dataset).

Properties
- 2S+1 = 1
- gap between HOMO and LUMO (eV) = 9.19
- total charge = 0

Positions of all 16 atoms, in Å:
1 C -1.18634 0.45776 -0.54631
2 C -1.59627 -0.12675 0.65710
3 C -0.66118 -1.06910 0.98331
4 C 0.45274 -1.03817 0.03744
5 C 1.65528 -0.21964 0.38523
6 C 1.13995 0.54912 -0.89846
7 H -2.03023 2.28864 -0.21367
8 H -2.84579 0.05240 0.71724
9 H -0.53830 -1.63868 2.05300
10 H 0.80251 -2.04236 -0.43190
11 H 1.01370 0.23005 1.39123
12 H 2.73142 -0.74920 0.65821
13 H 1.05132 1.63393 -0.91215
14 H 1.48196 0.12600 -2.01739
15 N -1.42888 1.71989 -0.80747
16 N -0.04189 -0.17390 -1.05540

---

Which of them is most stable? Easy: entry P.

---

Entry P
# C6H8N2

C6H8N2 in the gas phase (ωB97M-V/def2-TZVPD, the OMol25 dataset).

Properties
- 2S+1 = 1
- gap between HOMO and LUMO (eV) = 8.86
- total charge = 0

Positions of all 16 atoms, in Å:
1 C -2.37016 0.21371 0.12527
2 C -1.79301 -1.04860 0.10140
3 N -0.44200 -0.82884 0.05371
4 C -0.14721 0.48667 0.00925
5 N 1.28455 0.87432 -0.09852
6 C 1.99485 -0.46680 -0.72857
7 C 2.22817 -0.02733 0.64438
8 C -1.35020 1.24417 -0.06078
9 H -3.44514 0.45546 -0.46251
10 H -2.03344 -2.28128 -0.16549
11 H 0.21626 -1.51571 0.38282
12 H 2.87605 -0.37189 -1.28216
13 H 1.08264 -1.21418 -0.87594
14 H 3.15318 0.57406 0.85314
15 H 2.06108 -0.75588 1.55300
16 H -1.18314 2.38022 -0.23488

---

Entry Q
# C6H8N2

C6H8N2 in the gas phase (ωB97M-V/def2-TZVPD, the OMol25 dataset).

Properties
- 2S+1 = 1
- gap between HOMO and LUMO (eV) = 10.62
- total charge = 0

Positions of all 16 atoms, in Å:
1 N -2.90393 0.17913 -0.57426
2 C -1.95591 0.15776 0.02857
3 C -0.76715 -0.27200 0.84936
4 C -0.05881 -1.38428 0.15471
5 C 1.46226 -0.78541 -0.40149
6 C 0.77983 0.49777 -0.64244
7 C 0.50621 1.96713 -0.04239
8 N 0.26260 0.70893 0.75060
9 H -1.10010 -0.43948 1.80770
10 H -0.12063 -2.26061 0.85872
11 H -0.54497 -1.97492 -0.64104
12 H 1.81067 -1.48944 -1.35179
13 H 2.16806 -0.59654 0.51561
14 H 0.01910 0.21736 -1.34098
15 H 0.88418 2.93075 0.60094
16 H -0.44142 2.54384 -0.57184

---

Entry R
# C6H8N2

C6H8N2 in the gas phase (ωB97M-V/def2-TZVPD, the OMol25 dataset).

Properties
- 2S+1 = 1
- gap between HOMO and LUMO (spin up / spin down) (eV) = 7.61 / 6.60
- total charge = 0

Positions of all 16 atoms, in Å:
1 C -1.18837 0.75287 -1.38602
2 C 1.12372 -1.19612 0.07398
3 C -0.99038 -0.04085 -0.08472
4 N 2.38519 -1.18827 0.45563
5 C -0.00954 -1.44129 -0.43956
6 N -2.07599 -0.46820 0.56637
7 C 0.07016 0.76056 0.76543
8 C 0.55308 1.59903 1.49789
9 H 2.57784 -0.90579 1.40926
10 H 3.09005 -0.93982 -0.22622
11 H -2.35063 0.17816 1.30496
12 H -0.46333 -2.27186 -0.94914
13 H -1.87897 0.20281 -2.02506
14 H -0.23609 0.88258 -1.90506
15 H -1.60815 1.73402 -1.16519
16 H 1.00140 2.34218 2.10746

---

Which of them is most stable? Easy: entry P.